(1)
Density functional theory data (wB97M-V/def2-TZVPD) for a structure of composition C47H46N7O3PRbS4.

Geometry as XYZ:
```
109
Properties=species:S:1:pos:R:3:mulliken_charge:R:1
Rb -0.29265 -0.48163 0.41329 0.908
N -1.11916 2.57022 -0.12524 0.368
C -1.15902 3.67722 0.68891 0.101
C -2.16673 4.63498 0.51320 -0.902
C -2.21968 5.75693 1.31502 -0.457
C -1.26880 5.96778 2.30834 -0.940
C -0.27452 5.02112 2.49485 -0.154
C -0.20878 3.86863 1.71631 0.164
P 0.99592 2.51817 1.93617 1.009
C 1.94709 3.02478 3.41085 0.243
C 1.27833 3.07499 4.63650 -0.251
C 1.95855 3.37532 5.80418 -0.738
C 3.32872 3.60454 5.77268 -0.563
C 4.00578 3.53652 4.56525 -0.649
C 3.31945 3.25351 3.39052 -0.459
C 2.15185 2.81436 0.54607 -0.104
C 2.91938 1.72513 0.13228 0.060
C 3.77430 1.82888 -0.95510 -0.279
C 3.86060 3.02693 -1.64949 -0.656
C 3.09562 4.11525 -1.24995 -0.705
C 2.24532 4.01199 -0.15864 -0.547
H -0.22102 2.12573 -0.21660 -0.274
H -1.58761 2.62901 -1.02697 0.253
H -2.90304 4.47510 -0.26511 0.482
H -3.01034 6.48137 1.15975 0.362
H -1.30258 6.85391 2.92847 0.420
H 0.46846 5.18023 3.26671 0.404
H 0.21155 2.88273 4.67356 0.465
H 1.42010 3.42200 6.74260 0.408
H 3.86342 3.83397 6.68590 0.374
H 5.07439 3.71040 4.53135 0.401
H 3.85961 3.20693 2.45285 0.414
H 2.82623 0.77991 0.65403 0.051
H 4.34776 0.96711 -1.27447 0.507
H 4.50976 3.10756 -2.51226 0.385
H 3.14995 5.04590 -1.80112 0.390
H 1.63547 4.85699 0.13853 0.455
O -1.59533 -2.38121 1.67370 -0.828
C -2.56180 -1.79434 1.11473 0.210
O -2.76096 -0.55841 1.14265 -0.789
C -3.50889 -2.65883 0.30467 0.342
C -4.51077 -3.33869 0.98504 -0.377
C -5.41581 -4.15723 0.32380 -0.584
C -5.30102 -4.30094 -1.05217 -0.531
C -4.29668 -3.63660 -1.73697 -0.828
C -3.37385 -2.80292 -1.09243 0.146
S -2.12107 -2.00237 -2.05590 -0.202
H -4.57564 -3.21828 2.06120 0.426
H -6.19402 -4.67400 0.87327 0.343
H -5.99346 -4.93470 -1.59613 0.348
H -4.20427 -3.75439 -2.81059 0.370
C 2.79897 -2.74572 -1.81634 0.033
C 3.45249 -2.37804 -0.53252 0.185
N 2.83191 -1.75713 0.41343 0.190
C 3.63452 -1.58532 1.52079 -0.201
C 4.90687 -2.04574 1.38166 -0.770
S 5.09925 -2.75289 -0.16822 -0.295
C 3.01592 -1.04057 2.73578 0.166
C 3.61252 -0.79697 3.93620 -0.529
S 2.42238 -0.35024 5.08006 -0.247
C 1.19609 -0.51058 3.87471 0.461
N 1.66102 -0.84597 2.71196 0.182
C -0.25616 -0.28991 4.13136 -0.815
H 3.01037 -1.99130 -2.57360 -0.207
H 1.72089 -2.77480 -1.65760 -0.008
H 3.12983 -3.72035 -2.17228 0.251
H 5.70326 -2.04016 2.10679 0.447
H 4.65391 -0.87724 4.20016 0.457
H -0.49905 -0.39687 5.18803 0.469
H -0.83248 -1.00652 3.53663 0.140
H -0.54918 0.71077 3.80280 0.094
N -1.23139 1.10641 -4.78003 0.157
C -0.86670 2.36201 -5.19717 -0.210
C -1.09844 3.17208 -4.12651 -0.857
N -1.58974 2.43789 -3.07285 -0.341
C -1.64523 1.19439 -3.49644 -0.343
H -1.15413 0.24834 -5.29630 0.026
H -0.48871 2.55649 -6.18505 0.409
H -0.94017 4.23537 -4.05020 0.413
H -1.98570 0.33537 -2.92717 0.404
C -2.24576 -3.24360 -6.39861 -1.740
C -1.36753 -2.37820 -5.50632 0.570
C -0.08885 -3.10400 -5.10496 -0.713
N 0.80925 -2.23744 -4.34803 0.792
C 1.57491 -1.24079 -4.83231 -0.639
S 1.84152 0.13595 -3.95237 -0.051
N 2.04258 -1.34843 -6.14025 0.221
C 2.39186 -2.41792 -6.96021 0.360
O 2.38069 -2.26112 -8.16241 -0.642
C 2.86778 -3.69623 -6.35363 0.002
C 3.51352 -3.73720 -5.12600 0.108
C 3.99762 -4.94397 -4.64168 -0.763
C 3.82913 -6.10562 -5.37987 -0.464
C 3.19755 -6.06203 -6.61689 -0.595
C 2.72770 -4.85719 -7.10917 -0.450
H -3.18343 -2.74149 -6.63532 0.428
H -2.49141 -4.18547 -5.90437 0.344
H -1.74219 -3.47804 -7.33976 0.413
H -1.91015 -2.09434 -4.59817 0.072
H -1.09148 -1.45718 -6.03402 0.149
H 0.41218 -3.51088 -5.98187 0.156
H -0.32520 -3.94905 -4.45688 0.440
H 0.48004 -2.03747 -3.40827 -0.203
H 2.19266 -0.45196 -6.57955 0.231
H 3.66766 -2.82817 -4.56180 0.617
H 4.50876 -4.97616 -3.68801 0.476
H 4.19825 -7.04722 -4.99382 0.398
H 3.07826 -6.96694 -7.19815 0.389
H 2.24647 -4.79523 -8.07590 0.450
```

HOMO   -0.134 hartree
ΔE to the lowest compared entry with this formula, charge and spin   15.0 kcal/mol
Charge   -1
Strongest force on any atom   1.21 eV/A

(2)
Density functional theory data (wB97M-V/def2-TZVPD) for a structure of composition C47H47BCrF4N8O4.

Geometry as XYZ:
```
112
Properties=species:S:1:pos:R:3:mulliken_charge:R:1
Cr -1.43594 0.16954 0.09252 2.435
C 11.25849 5.49264 -0.28904 -0.832
O 10.07683 6.15967 0.08586 -0.471
C 8.88962 5.48505 -0.08673 0.996
C 8.77934 4.22358 -0.65431 -0.542
C 7.52391 3.63546 -0.77626 -0.785
C 6.37289 4.28260 -0.34688 0.250
C 6.50583 5.55496 0.22223 -0.550
C 7.74181 6.14740 0.35089 -0.534
C 5.04047 3.68971 -0.45415 0.125
N 3.95036 4.20799 0.06054 -0.830
C 2.94190 3.32266 -0.24811 0.768
C 3.43950 2.26317 -0.97171 0.402
N 4.78602 2.50918 -1.10064 -0.060
C 2.64738 1.19130 -1.50338 0.251
C 3.07492 0.20660 -2.36234 -0.471
C 2.14496 -0.73971 -2.82708 -1.609
C 0.84319 -0.66257 -2.35139 -0.685
N 0.40018 0.26224 -1.51406 1.172
C 1.27503 1.22928 -1.10351 -0.585
C 0.76039 2.26749 -0.31177 -0.853
N -0.57190 2.18464 0.02330 0.499
C -1.15658 3.27005 0.51326 -0.266
C -0.48540 4.44012 0.82698 -1.566
C 0.90897 4.48127 0.64907 -0.278
C 1.53703 3.40382 0.07416 0.345
H 12.07907 6.16268 -0.04209 0.239
H 11.27744 5.28171 -1.36282 0.321
H 11.38017 4.55455 0.26037 0.335
H 9.64763 3.68310 -0.99988 0.367
H 7.46981 2.64537 -1.21077 0.242
H 5.61126 6.05742 0.56228 0.488
H 7.84712 7.12925 0.79311 0.398
H 5.44994 1.90322 -1.54574 0.196
H 4.10954 0.16750 -2.68820 0.306
H 2.42874 -1.52761 -3.51030 0.429
H 0.10834 -1.39949 -2.65891 0.532
H -2.22081 3.18820 0.65942 0.317
H -1.03139 5.28064 1.23044 0.416
H 1.49133 5.34873 0.93339 0.520
N -2.56010 -1.51828 0.72658 1.039
C -3.31837 -2.38368 0.71346 0.059
C -4.25479 -3.46512 0.72402 -0.126
C -5.03742 -3.67997 1.85777 -0.302
C -5.94700 -4.72349 1.85862 -0.797
C -6.07202 -5.53621 0.73863 -0.288
C -5.28901 -5.31154 -0.38646 -0.816
C -4.37105 -4.27452 -0.40594 -0.240
H -4.92524 -3.02812 2.71343 0.533
H -6.56054 -4.90056 2.73254 0.376
H -6.78441 -6.35228 0.74451 0.377
H -5.39223 -5.94886 -1.25526 0.392
H -3.72817 -4.07557 -1.25413 0.585
C -5.11408 0.11191 2.30131 -1.169
C -5.20628 1.56268 1.82049 0.846
C -4.15171 2.40075 2.53564 -1.490
C -5.27424 1.70341 0.30411 0.638
C -6.48520 2.16008 -0.19408 -1.230
C -6.76801 2.27378 -1.54549 -1.416
C -5.77117 1.90056 -2.43735 -0.827
C -4.53157 1.45135 -2.03242 0.620
C -3.52949 1.08002 -3.10807 0.534
C -2.28948 1.97739 -3.15160 -1.612
C -3.15178 -0.40215 -3.08403 -1.205
C -4.22476 1.33688 -0.62727 -0.208
N -3.04298 0.85213 -0.28137 -0.646
H -5.48249 0.03589 3.32856 0.475
H -4.08514 -0.22909 2.30713 -0.250
H -5.70900 -0.55174 1.66890 0.374
H -6.17769 1.94127 2.16448 0.387
H -3.14663 2.05662 2.31523 0.065
H -4.27526 2.31283 3.61695 0.497
H -4.23437 3.45493 2.26396 0.326
H -7.25222 2.42723 0.52831 0.286
H -7.72957 2.63003 -1.89090 0.329
H -5.95517 1.97027 -3.50606 0.301
H -4.05979 1.25692 -4.05344 0.601
H -1.65275 1.85186 -2.28115 0.238
H -2.57750 3.02984 -3.20461 0.399
H -1.69032 1.74150 -4.03615 0.460
H -2.59499 -0.67895 -2.18444 -0.064
H -2.51909 -0.64634 -3.94189 0.426
H -4.04644 -1.02812 -3.13043 0.382
C 0.01422 -5.98079 1.87945 -1.563
C 0.37138 -4.50098 1.78343 -0.400
C 1.35175 -4.08925 0.64463 2.544
C 2.82497 -4.22541 1.03948 -0.785
C 3.25612 -5.53548 1.68934 -1.502
C 1.01428 -4.91791 -0.57014 -0.400
O 1.61416 -5.92264 -0.92137 -0.740
N -0.09412 -4.48367 -1.22578 0.346
C -0.68132 -3.18493 -1.10500 -0.678
O -1.66143 -2.99738 -1.83525 -0.831
N -0.12352 -2.28380 -0.31246 1.291
C 1.03779 -2.59211 0.34156 -1.109
O 1.80367 -1.73502 0.73236 -0.739
H -0.69185 -6.12502 2.70014 0.476
H 0.87475 -6.62309 2.05663 0.302
H -0.47231 -6.33103 0.96684 0.300
H 0.80580 -4.14005 2.71836 0.554
H -0.54872 -3.92900 1.66646 -0.247
H 3.02765 -3.39528 1.71772 0.387
H 3.43493 -4.03691 0.15180 0.470
H 2.80881 -5.65363 2.67788 0.298
H 4.34027 -5.53374 1.82833 0.468
H 2.99206 -6.39809 1.08006 0.276
H -0.39093 -5.00839 -2.03676 0.306
F -0.32672 0.02482 1.86761 -0.206
B -0.56595 -0.47764 3.22565 -0.026
F -0.91455 -1.81932 3.14630 -0.367
F 0.59327 -0.30187 3.95033 -0.343
F -1.62228 0.25861 3.75255 -0.375
```

HOMO (spin up / spin down)   0.005 / -0.070 hartree
ΔE to the lowest compared entry with this formula, charge and spin   13.1 kcal/mol
Multiplicity   5
Charge   -2
Strongest force on any atom   1.23 eV/A